--- a ---
ORCA calculation (wB97M-V/def2-TZVPD) on a 2-piece molecular cluster, C2H6NO2P overall.

Properties
gap between HOMO and LUMO (alpha / beta)	7.401 / 7.974	eV

Geometry as ORCA input:
```
! wB97M-V def2-TZVPD RIJCOSX def2/J DEFGRID3
* xyz 0 1
C 0.70395 0.65652 -1.45255
C 0.63094 -0.52449 1.48289
N -2.24352 0.72880 0.78523
O -3.23199 0.28568 0.34803
O -0.45401 -1.73168 -0.84435
P -0.18445 -0.41506 -0.17624
H 0.12115 1.41193 -2.11211
H 1.39452 1.42363 -1.13855
H 1.21489 -0.01655 -2.22635
H 1.49668 -1.21909 1.31239
H 0.75027 0.43741 1.88670
H -0.19842 -1.03711 2.13491
*
```


--- b ---
ORCA calculation (wB97M-V/def2-TZVPD) on a 2-piece molecular cluster, C2H6NO2P overall.

Properties
gap between HOMO and LUMO	8.473	eV
structure (SMILES)	[H]/P=C\C.O=NO

Geometry as ORCA input:
```
! wB97M-V def2-TZVPD RIJCOSX def2/J DEFGRID3
* xyz 0 1
C 2.20302 -0.94327 -0.02361
C 0.82336 -0.87021 -0.64012
N -1.93473 1.53110 0.42495
O -3.26729 1.32206 0.46854
O -1.46719 2.33277 -0.29015
P -0.68642 -0.64395 0.13547
H 3.02268 -0.86203 -0.70166
H 2.21396 -0.30801 0.93012
H 2.35241 -1.94745 0.37889
H 0.80091 -1.10012 -1.75069
H -3.71757 1.70937 -0.33822
H -0.34313 -0.22025 1.40649
*
```


--- c ---
ORCA calculation (wB97M-V/def2-TZVPD) on C2H6NO2P as an isolated structure.

Properties
gap between HOMO and LUMO	9.428	eV

Geometry as ORCA input:
```
! wB97M-V def2-TZVPD RIJCOSX def2/J DEFGRID3
* xyz 0 1
C -1.48215 0.59506 -0.23239
C -0.01347 0.35749 -0.01794
N 0.28356 -0.88986 0.24797
O -0.52629 -1.80610 0.50499
O 2.35298 0.50197 0.04578
P 2.06839 -0.90911 0.36033
H -1.90692 -0.32429 -0.64012
H -1.61976 1.48354 -0.73624
H -2.02021 0.72365 0.77210
H 0.61403 1.32625 -0.10113
H 2.74462 -1.48925 1.49825
H 2.21208 -1.68613 -0.62566
*
```


--- d ---
ORCA calculation (wB97M-V/def2-TZVPD) on one molecule with the formula C2H6NO2P.

Properties
gap between HOMO and LUMO	10.484	eV
structure (SMILES)	C[P@@H](=O)C(N)=O

Geometry as ORCA input:
```
! wB97M-V def2-TZVPD RIJCOSX def2/J DEFGRID3
* xyz 0 1
C -0.52304 -1.09021 -0.12292
C 0.85641 1.36250 -0.97419
N -1.46871 -1.33437 0.80235
O -0.33769 -1.73072 -1.15116
O 0.11383 0.91292 1.71898
P 0.65922 0.23886 0.54073
H -0.26654 1.59896 -1.16592
H 1.59177 2.08552 -0.66293
H 1.17894 0.93889 -1.94843
H -2.33838 -1.94987 0.69948
H -1.38986 -0.60119 1.49887
H 1.92405 -0.43128 0.76515
*
```


Most stable: d (next structure +86.2 kcal/mol)


--- a ---
ORCA calculation (wB97M-V/def2-TZVPD) on a 2-piece molecular cluster, C7H14N2 overall.

Properties
<S²>	0.76
gap between HOMO and LUMO (alpha / beta)	9.911 / 6.623	eV

Geometry as ORCA input:
```
! wB97M-V def2-TZVPD RIJCOSX def2/J DEFGRID3
* xyz 1 2
C -0.38705 0.59793 -2.44566
C 0.31253 1.86848 -2.05801
C -1.29948 0.06657 -1.34357
C -2.04671 -1.20072 -1.37454
C -2.00170 -0.18561 0.64892
N -1.36614 0.61533 -0.18729
N -2.41013 -1.36838 -0.04658
H -1.02127 0.97544 -3.30035
H 0.25362 -0.27197 -3.03597
H 0.88311 2.43979 -2.93195
H -2.13288 -2.17669 -1.99580
H -2.05850 0.02862 1.73299
H -2.82133 -2.18503 0.28004
H 1.01838 1.44352 -1.31930
H -0.17959 2.75543 -1.75184
C 1.72558 0.05774 2.97538
C 1.93647 -0.99526 1.83454
H 1.12133 -0.27697 3.78979
H 2.71130 0.18972 3.45428
H 1.47627 1.10990 2.56711
H 2.51198 -0.51120 1.00173
H 1.05990 -1.33289 1.37687
H 2.71432 -1.64378 2.12921
*
```


--- b ---
ORCA calculation (wB97M-V/def2-TZVPD) on a 2-piece molecular cluster, C7H14N2 overall.

Properties
<S²>	0.76
gap between HOMO and LUMO (alpha / beta)	9.144 / 5.589	eV

Geometry as ORCA input:
```
! wB97M-V def2-TZVPD RIJCOSX def2/J DEFGRID3
* xyz 1 2
C -0.07347 -2.10690 -1.24924
C 1.15473 -2.16680 -2.17558
C -1.16557 -1.13250 -1.59395
H 0.25867 -1.90287 -0.23132
H -0.51181 -3.09000 -1.16820
H 1.20376 -3.12767 -2.68981
H 1.18900 -1.44275 -2.99738
H -1.03399 -0.11857 -1.19433
H 2.01373 -2.00841 -1.53486
H -2.15722 -1.23604 -1.11693
H -1.59687 -1.04114 -2.59752
C -0.21261 0.13713 2.65181
C 0.53828 2.16522 -0.06030
C -0.16637 1.24286 1.69910
C -0.01002 2.65117 1.97744
N 0.16191 1.00271 0.40850
N 0.37271 3.22021 0.83343
H 1.07282 2.25384 -0.99759
H 0.01645 4.14027 0.58277
H -0.28553 3.21322 2.85152
H -0.01661 0.27180 3.71419
H 0.47723 -0.64453 2.32418
H -1.22921 -0.28025 2.56407
*
```


Most stable: b (next structure +20.2 kcal/mol)


--- a ---
ORCA calculation (wB97M-V/def2-TZVPD) on C36H46Cl2MnNP2 as an isolated structure.

Properties
<S²>	8.82
gap between HOMO and LUMO (alpha / beta)	6.849 / 5.912	eV

Geometry as ORCA input:
```
! wB97M-V def2-TZVPD RIJCOSX def2/J DEFGRID3
* xyz 1 6
Mn 0.01650 1.42768 0.71256
C 1.53937 -1.36204 -0.52073
C 2.49250 -0.28219 -1.03832
C 3.92521 -0.79660 -1.13188
P 2.28142 1.17791 0.08439
C 3.40064 2.52220 -0.50204
C 4.73086 2.35755 0.25813
C 2.83656 3.91104 -0.21982
C 0.33631 1.83596 -1.26752
C 0.98747 2.29237 -2.40927
C 0.31693 2.52896 -3.60021
C 1.03725 3.03753 -4.82107
C -1.05816 2.28492 -3.63661
C -1.74746 1.80878 -2.54432
C -1.08243 1.54266 -1.33708
N -1.67742 1.07137 -0.19854
C -2.95051 0.46982 -0.18557
C -3.23419 -0.66446 -0.96004
C -2.20962 -1.26725 -1.88236
C -4.49152 -1.25420 -0.85573
C -5.46852 -0.76630 -0.00058
C -6.82670 -1.40706 0.09067
C -5.15733 0.35007 0.77012
C -3.92418 0.97583 0.68901
C -3.62374 2.19270 1.51877
H 1.54833 -2.23224 -1.17927
H 0.50926 -0.99991 -0.47498
H 1.82713 -1.69286 0.48080
H 2.17045 0.04326 -2.02879
H 4.32097 -1.09177 -0.15671
H 4.59420 -0.05986 -1.57791
H 3.93621 -1.67914 -1.77476
H 3.58218 2.38505 -1.56957
H 4.57331 2.51132 1.32769
H 5.43263 3.11711 -0.09094
H 5.19696 1.38294 0.12263
H 2.64566 4.03916 0.84918
H 1.91182 4.09433 -0.76133
H 3.56614 4.66571 -0.51939
H 2.04726 2.49760 -2.40205
H 2.11068 3.11682 -4.64705
H 0.67034 4.02437 -5.11194
H 0.88210 2.37000 -5.67088
H -1.59908 2.47114 -4.55933
H -2.81271 1.61615 -2.59410
H -2.28671 -0.86367 -2.89566
H -2.34273 -2.34711 -1.94618
H -1.19770 -1.06322 -1.53854
H -4.70571 -2.13167 -1.45974
H -6.84628 -2.37037 -0.41750
H -7.58348 -0.76995 -0.37176
H -7.11964 -1.55915 1.13033
H -5.90294 0.74909 1.45237
H -4.45177 2.41978 2.19053
H -3.44337 3.06706 0.88881
H -2.72569 2.04752 2.12185
C 1.75153 -0.02554 3.64652
P 0.12214 0.56301 3.07924
C -1.02044 -0.80200 3.39437
C -1.64504 -1.39776 2.29965
C -2.52853 -2.45150 2.48289
C -2.77993 -2.91813 3.76389
C -2.15110 -2.33603 4.85937
C -1.27490 -1.27940 4.68042
C -0.29595 1.88126 4.25907
C -1.56532 1.99349 4.82182
C -1.86691 3.06720 5.64729
C -0.90940 4.03499 5.91335
C 0.35639 3.93156 5.35290
C 0.66209 2.86161 4.52753
H 1.73019 -0.26822 4.70786
H 2.51006 0.73309 3.45881
H 2.01205 -0.91752 3.07569
H -1.45824 -1.02047 1.30406
H -3.02649 -2.88934 1.62703
H -3.47226 -3.73665 3.91584
H -2.35158 -2.70604 5.85701
H -0.79993 -0.81849 5.53927
H -2.31934 1.24309 4.61659
H -2.85346 3.14727 6.08589
H -1.14629 4.87062 6.55990
H 1.10605 4.68443 5.56111
H 1.65212 2.78952 4.09117
Cl -0.42449 3.99636 1.51870
C -0.69901 4.91300 0.00742
Cl -2.39901 5.33936 -0.15720
H -0.41142 4.28342 -0.82526
H -0.11025 5.81908 0.06422
*
```


--- b ---
ORCA calculation (wB97M-V/def2-TZVPD) on C36H46Cl2MnNP2 as an isolated structure.

Properties
<S²>	8.76
gap between HOMO and LUMO (alpha / beta)	7.583 / 7.140	eV

Geometry as ORCA input:
```
! wB97M-V def2-TZVPD RIJCOSX def2/J DEFGRID3
* xyz 1 6
Mn 0.51770 0.38602 0.40522
C 1.86302 -2.56167 -1.14692
C 2.74401 -1.54941 -1.88578
C 4.21468 -1.93705 -1.77819
P 2.30134 0.15398 -1.29551
C 3.77785 1.25852 -1.37123
C 4.72124 0.94787 -0.20712
C 3.36588 2.73074 -1.28831
C 1.08614 0.78432 -2.51281
C 1.51421 1.40500 -3.68977
C 0.62546 1.94643 -4.60413
C 1.08492 2.61545 -5.87075
C -0.73455 1.84204 -4.30634
C -1.19248 1.21346 -3.16644
C -0.30322 0.66061 -2.23465
N -0.73715 0.01240 -1.07979
C -2.00114 -0.62748 -1.09490
C -2.31801 -1.60207 -2.05537
C -1.39442 -1.95286 -3.19164
C -3.54121 -2.26360 -1.96907
C -4.45886 -2.00511 -0.96361
C -5.77619 -2.72777 -0.89537
C -4.12607 -1.03728 -0.02186
C -2.92732 -0.34413 -0.07634
C -2.62903 0.70922 0.95090
H 1.94579 -3.54645 -1.60966
H 0.81088 -2.27365 -1.15012
H 2.18788 -2.65227 -0.10643
H 2.46587 -1.53746 -2.94363
H 4.52640 -2.03989 -0.73899
H 4.87763 -1.23087 -2.27722
H 4.35447 -2.91060 -2.25076
H 4.29485 1.08189 -2.31925
H 4.21911 1.13971 0.74500
H 5.59139 1.60353 -0.26184
H 5.07925 -0.07750 -0.20036
H 2.83094 2.92370 -0.35468
H 2.73883 3.04412 -2.12035
H 4.26008 3.35586 -1.28302
H 2.57745 1.46121 -3.90002
H 2.16945 2.57443 -5.96789
H 0.78551 3.66451 -5.89494
H 0.65193 2.13523 -6.74906
H -1.45554 2.26005 -5.00038
H -2.25539 1.12884 -2.97457
H -1.63141 -1.36670 -4.08313
H -1.50001 -3.00628 -3.45151
H -0.35055 -1.75935 -2.95687
H -3.77279 -3.01699 -2.71491
H -5.79228 -3.58311 -1.56949
H -6.59862 -2.06723 -1.17638
H -5.97897 -3.08667 0.11454
H -4.82545 -0.80974 0.77616
H -3.48019 0.84925 1.61708
H -2.39461 1.66726 0.48598
H -1.77634 0.44134 1.58914
C 2.21766 -1.06051 3.39579
P 0.62750 -0.39865 2.80256
C -0.59114 -1.68759 3.14252
C -1.31501 -2.21800 2.07856
C -2.25939 -3.21090 2.30097
C -2.47611 -3.67637 3.58790
C -1.75618 -3.14981 4.65607
C -0.81869 -2.15587 4.43763
C 0.24224 0.98795 3.90804
C -1.06897 1.23446 4.31144
C -1.36655 2.36497 5.05691
C -0.36226 3.25845 5.40204
C 0.94487 3.01931 5.00334
C 1.24727 1.89071 4.25633
H 2.16673 -1.29244 4.45937
H 3.02179 -0.34767 3.21856
H 2.43585 -1.97148 2.83834
H -1.16429 -1.84941 1.06880
H -2.82697 -3.60552 1.46849
H -3.21266 -4.44867 3.76572
H -1.93263 -3.51297 5.65961
H -0.27330 -1.73502 5.27462
H -1.85732 0.53751 4.05527
H -2.38556 2.54500 5.37247
H -0.59707 4.13806 5.98604
H 1.73145 3.70987 5.27669
H 2.27247 1.71877 3.95114
Cl 0.27900 2.94209 0.92603
C -0.08343 3.73607 -0.66299
Cl -1.77817 4.13813 -0.79339
H 0.19206 3.03662 -1.44642
H 0.51450 4.63914 -0.68106
*
```


Most stable: b (next structure +58.3 kcal/mol)